[1]
The following is a quantum chemistry calculation of a cluster of 2 separate species, C3H9NO3 in total, from OMol25.

Summary:
* SMILES string: O=CCNCO.O
* energy: -400.14368 Eh
* total charge: 0
* 2S+1: 1
* relative energy (zero: lowest compared OMol25 entry of this formula, charge and spin): 204.29 kJ/mol
* strongest force on any atom: 1.5 eV Å⁻¹
* M: 107.1 g mol⁻¹

The geometry in XYZ format:
```
16
Properties=species:S:1:pos:R:3:forces:R:3
O 0.011 -1.319 -2.122 -0.7 -0.2 0.6
C -0.085 -0.213 -1.650 0.8 0.2 -0.2
C -0.116 0.159 -0.177 1.3 0.1 0.2
N 0.571 1.475 -0.073 -1.0 -0.8 0.8
C 0.450 1.974 1.288 1.3 0.4 -0.4
O 0.910 1.095 2.309 -0.8 -0.2 -0.1
H 0.134 0.648 -2.310 -0.5 0.2 0.0
H 0.473 -0.599 0.355 -0.2 -0.2 -0.2
H -1.034 0.191 0.403 -0.5 0.0 -0.6
H 1.553 1.322 -0.276 0.0 0.2 0.0
H 1.083 2.866 1.311 -0.3 0.3 0.1
H -0.576 2.223 1.526 -0.2 -0.1 -0.1
H 1.857 1.150 2.331 0.7 0.0 0.1
O -1.696 -2.777 0.028 0.1 1.2 -0.4
H -1.468 -3.701 0.041 0.3 -0.3 -0.3
H -1.194 -2.331 -0.695 -0.3 -0.9 0.6
```
Forces are in eV/Å.

=====

[2]
The following is a quantum chemistry calculation of the molecule C20H25F3NO3P, from OMol25.

Summary:
* SMILES string: CCOc1c2c(cc(CN)c1P(CC)CC)C(=O)C=C(CCC(F)(F)F)C2=O
* energy: -1697.88770 Eh
* total charge: 0
* 2S+1: 1
* relative energy (zero: lowest compared OMol25 entry of this formula, charge and spin): 2056.75 kJ/mol
* strongest force on any atom: 8.4 eV Å⁻¹
* M: 415.4 g mol⁻¹

The geometry in XYZ format:
```
53
Properties=species:S:1:pos:R:3:forces:R:3
C 0.791 -1.641 2.029 -0.7 -0.9 0.5
C -0.169 -0.389 2.473 -0.2 -2.4 1.3
O -0.591 0.499 1.381 2.6 -1.3 -2.5
C 0.131 0.238 0.127 1.5 0.0 -2.9
C -0.455 -0.825 -1.024 1.2 0.1 -0.5
C 0.289 -1.159 -2.446 1.1 2.2 2.5
C 1.691 -0.375 -2.776 -2.3 0.5 3.5
C 2.273 0.676 -1.662 -2.1 -1.1 -0.3
C 3.704 1.441 -2.040 -0.1 -1.2 -1.2
N 4.852 1.020 -1.101 -1.9 1.1 -0.3
C 1.526 1.030 -0.208 -2.6 -3.0 -3.0
P 2.398 2.333 0.878 0.5 0.3 -0.3
C 1.976 4.028 0.016 -1.6 0.5 -0.9
C 0.315 4.117 -0.105 0.2 -0.4 -0.2
C 1.635 2.500 2.618 -0.2 1.3 1.3
C 2.108 4.002 3.184 -1.3 0.6 -1.0
C -0.394 -2.271 -3.475 1.1 0.4 -3.9
O -0.036 -2.312 -4.772 -2.2 0.1 8.1
C -1.535 -3.290 -2.851 -1.4 0.7 2.8
C -2.258 -3.055 -1.544 2.7 0.2 -3.4
C -3.381 -4.145 -0.999 0.3 -0.5 -0.8
C -4.876 -3.511 -0.772 -0.2 1.0 -0.1
C -5.279 -3.221 0.790 -0.7 0.4 1.0
F -6.390 -4.138 1.208 3.4 2.9 -1.0
F -4.180 -3.428 1.765 -3.7 0.8 -3.0
F -5.806 -1.815 0.918 1.7 -4.7 0.0
C -1.870 -1.653 -0.726 -3.5 1.0 3.7
O -2.774 -1.271 0.207 5.7 -2.2 -5.6
H 0.893 -2.339 2.992 -0.1 1.6 -2.0
H 1.856 -1.344 1.647 -2.1 -0.5 0.7
H 0.246 -2.328 1.220 1.3 1.7 1.7
H -1.168 -0.870 2.915 2.1 1.1 -1.1
H 0.351 0.144 3.378 -1.0 -0.4 -2.1
H 2.224 -0.605 -3.805 -1.1 0.7 2.5
H 4.046 1.055 -3.116 -1.2 0.8 2.2
H 3.596 2.604 -2.139 0.1 -2.3 0.5
H 4.434 0.272 -0.498 0.8 1.3 -0.3
H 5.082 1.885 -0.555 -0.4 -1.6 -0.1
H 2.378 4.078 -1.091 -0.5 -0.3 2.4
H 2.438 4.949 0.580 -0.9 -2.1 -0.9
H -0.087 5.186 0.184 0.7 -2.3 -0.6
H 0.026 3.840 -1.217 0.5 0.7 2.3
H -0.159 3.258 0.571 0.8 2.2 -1.4
H 2.145 1.728 3.347 -1.3 1.2 -1.7
H 0.466 2.511 2.660 2.3 -0.4 0.0
H 1.222 4.730 2.851 2.0 -1.4 0.8
H 3.067 4.410 2.639 -1.7 -1.0 1.5
H 2.161 4.052 4.353 0.1 -0.3 -2.4
H -1.792 -4.261 -3.496 0.7 2.5 1.4
H -3.488 -4.946 -1.877 0.3 1.9 1.9
H -2.987 -4.767 -0.066 -0.8 1.7 -1.9
H -5.755 -4.167 -1.236 2.1 1.3 1.2
H -4.891 -2.459 -1.334 -0.1 -2.3 1.5
```
Forces are in eV/Å.

=====

[3]
The following is a quantum chemistry calculation of the molecule C5H10BrI, from OMol25.

Summary:
* SMILES string: CCC[C@](C)(Br)I
* energy: -3068.16709 Eh
* total charge: 0
* 2S+1: 1
* relative energy (zero: lowest compared OMol25 entry of this formula, charge and spin): 7.43 kJ/mol
* strongest force on any atom: 3.2 eV Å⁻¹
* M: 276.9 g mol⁻¹

The geometry in XYZ format:
```
17
Properties=species:S:1:pos:R:3:forces:R:3
C 1.598 0.277 -0.230 -1.3 0.8 -1.9
C 0.460 -0.408 -1.049 0.5 -2.2 0.3
C -0.995 0.203 -0.975 0.7 -1.5 -2.7
C -1.788 -0.396 0.132 -1.9 0.4 -0.3
C -1.272 -0.281 1.514 -1.1 0.7 0.6
Br -2.290 -2.249 -0.094 0.1 0.0 -0.5
I -4.058 0.773 -0.135 1.9 -0.8 0.4
H 2.045 -0.271 0.552 0.8 -1.2 0.4
H 1.156 1.077 0.306 -0.3 1.3 0.4
H 2.288 0.682 -1.000 0.0 -0.2 1.1
H 0.309 -1.447 -0.666 0.4 0.5 -0.3
H 0.952 -0.583 -2.048 -1.5 0.4 0.5
H -0.852 1.228 -0.920 -0.1 2.2 1.0
H -1.570 0.154 -1.952 0.8 -0.6 1.1
H -0.304 -0.727 1.597 0.7 -0.2 0.0
H -1.938 -0.759 2.202 -0.3 -0.7 0.3
H -1.300 0.721 1.883 0.6 1.0 -0.2
```
Forces are in eV/Å.

=====

[4]
The following is a quantum chemistry calculation of a structure of composition C8H21ClIOP2Pt, from OMol25.

Summary:
* energy: -1951.26233 Eh
* total charge: +3
* 2S+1: 5
* relative energy (zero: lowest compared OMol25 entry of this formula, charge and spin): 108.12 kJ/mol
* strongest force on any atom: 7.2 eV Å⁻¹
* M: 552.6 g mol⁻¹

The geometry in XYZ format:
```
35
Properties=species:S:1:pos:R:3:forces:R:3
C -0.160 0.563 -3.894 -0.3 -0.2 -0.6
I -1.053 -1.634 -3.365 0.1 0.3 -2.2
H 0.855 0.536 -3.533 0.2 -0.2 -0.1
H -0.806 1.331 -3.482 -0.2 -0.2 0.2
H -0.260 0.568 -4.968 0.0 -0.5 -0.4
Pt -0.582 -0.145 -1.339 2.7 -0.3 1.3
P 0.019 2.062 -0.654 0.8 3.2 1.2
C -1.353 3.258 -0.711 -0.7 -0.7 -0.2
C 0.857 2.539 0.905 0.0 -0.8 0.4
H 1.104 3.607 0.902 -0.1 -0.1 -0.4
H 1.235 3.795 -1.751 0.0 0.0 0.0
H 1.776 1.961 1.025 0.0 0.1 0.0
H 2.175 2.286 -1.628 0.1 0.1 -0.1
H -2.058 3.074 0.104 0.1 0.0 0.0
H 0.226 2.334 1.773 0.1 0.2 -0.2
C 1.195 2.711 -1.854 0.3 -0.7 -0.4
H -0.952 4.274 -0.622 0.1 -0.2 0.0
H 0.913 2.436 -2.867 0.2 0.5 -0.1
H -1.903 3.173 -1.651 0.0 0.1 0.0
P 0.243 -2.267 -0.224 0.4 -2.5 2.0
C -1.232 -3.342 -0.126 -0.2 0.7 -0.2
C 1.502 -3.320 -1.031 0.1 1.0 -0.6
H 1.795 -1.599 1.508 -0.2 -0.2 0.1
H 1.134 -3.230 1.855 -0.1 0.0 -0.4
H 0.140 -1.763 2.152 0.4 -0.4 -0.2
C 0.890 -2.222 1.494 -0.2 1.0 0.0
H 2.481 -2.850 -0.886 -0.1 -0.1 -0.2
H 1.518 -4.299 -0.536 -0.3 0.2 0.0
H -0.926 -4.361 0.146 0.0 0.3 0.0
H -1.741 -3.361 -1.099 -0.1 -0.2 0.3
H 1.289 -3.428 -2.099 0.2 -0.2 0.1
H -1.907 -2.938 0.638 0.0 -0.2 -0.2
C -2.395 0.035 -0.881 -6.8 0.6 2.3
O -3.475 0.194 -0.505 3.6 -0.5 -1.7
Cl -1.000 0.188 1.290 -0.4 0.0 0.4
```
Forces are in eV/Å.

=====

[5]
The following is a quantum chemistry calculation of a structure of composition C18H18Cl3IrN2O7S3Se, from OMol25.

Summary:
* energy: -6413.30224 Eh
* total charge: -1
* 2S+1: 2
* relative energy (zero: lowest compared OMol25 entry of this formula, charge and spin): 1203.19 kJ/mol
* strongest force on any atom: 8.7 eV Å⁻¹
* M: 848.1 g mol⁻¹

The geometry in XYZ format:
```
53
Properties=species:S:1:pos:R:3:forces:R:3
Ir -0.002 -0.013 -0.036 -2.7 0.7 1.2
C -3.363 -1.370 0.851 -0.4 0.3 0.0
C -2.222 -1.364 1.814 0.1 0.6 -0.7
N -1.001 -0.898 1.578 -0.5 1.0 4.4
C -0.223 -1.059 2.714 -0.1 0.1 0.5
C -0.834 -1.635 3.788 0.2 0.0 -0.2
S -2.457 -2.001 3.390 0.5 0.3 -0.4
C 1.148 -0.595 2.606 0.1 -0.3 0.5
C 2.126 -0.625 3.552 -0.2 0.0 -0.4
S 3.559 0.061 2.911 -0.5 0.1 -0.1
C 2.756 0.341 1.422 -0.1 -0.1 -0.7
N 1.501 -0.046 1.385 2.5 -1.5 0.8
C 3.475 0.978 0.285 0.2 0.1 -0.1
H -3.068 -0.934 -0.096 0.0 0.0 0.1
H -4.203 -0.786 1.243 0.0 -0.2 0.2
H -3.703 -2.391 0.661 0.1 0.0 0.1
H -0.430 -1.859 4.762 0.1 0.0 -0.1
H 2.084 -0.999 4.562 -0.1 0.0 -0.1
H 4.511 1.219 0.532 -0.1 -0.1 0.1
H 2.971 1.902 -0.003 0.1 -0.1 0.0
H 3.479 0.308 -0.576 0.0 0.1 0.1
Cl 4.094 -2.908 -4.941 0.2 -0.2 -0.2
C 3.220 -1.819 -3.919 -0.4 0.3 0.3
C 2.421 -2.313 -2.906 -0.1 0.4 -0.1
C 1.721 -1.424 -2.088 1.3 -1.0 0.1
Cl 0.730 -2.133 -0.833 4.7 -2.4 -2.9
C 1.780 -0.010 -2.235 0.2 -1.0 -0.7
O 1.124 0.815 -1.464 0.3 -1.0 -0.9
C 2.617 0.419 -3.290 0.1 -0.1 -0.2
Cl 2.827 2.117 -3.635 -0.2 0.0 0.4
C 3.323 -0.454 -4.117 -0.1 0.1 0.2
H 2.333 -3.379 -2.742 0.0 0.1 0.0
H 3.947 -0.059 -4.908 -0.1 0.0 0.1
O -3.658 1.803 -1.846 0.9 -0.3 0.5
Se -2.048 1.709 -1.595 -1.4 -0.3 -7.9
O -1.850 2.572 -0.188 -7.5 1.7 -4.1
O -1.578 -0.039 -1.310 -0.7 4.9 -1.2
O -1.207 2.544 -2.917 -1.9 -1.9 3.1
O -1.105 -1.484 -0.305 -3.0 -5.3 -1.0
O 0.206 1.642 1.835 0.6 2.8 2.5
S -0.725 2.205 0.779 5.1 0.0 3.7
C -1.278 3.860 1.411 0.5 0.4 1.7
C -0.860 4.904 0.384 0.0 0.2 0.0
C 0.506 4.455 -0.114 -0.1 0.0 0.0
C 0.350 2.993 -0.508 1.6 0.9 1.5
H -0.781 4.038 2.371 0.0 0.0 -0.1
H -2.357 3.838 1.567 0.1 -0.1 0.1
H -0.825 5.904 0.826 0.0 -0.1 0.1
H -1.574 4.933 -0.444 0.1 0.0 0.1
H 1.243 4.556 0.691 0.0 0.0 0.0
H 0.847 5.055 -0.962 0.0 -0.1 0.0
H 1.297 2.482 -0.568 0.0 0.4 0.2
H -0.160 2.901 -1.457 0.7 0.2 -0.1
```
Forces are in eV/Å.